347
Properties=species:S:1:pos:R:3:forces:R:3 method="wB97M-V/def2-TZVPD" spin_multiplicity=1 orbital_gap_ev=7.12 energy_ha=-6982.1622
C 1.01869 -8.04195 -3.25471 0.1 -0.1 1.1
C 1.81155 -7.33002 -4.32527 1.1 -0.8 1.2
C 3.07559 -6.76546 -3.70529 0.4 1.9 1.1
C 4.08835 -7.70843 -3.22851 1.5 -1.7 0.2
C 4.56621 -8.62521 -4.37443 -0.8 0.1 0.8
C 3.35350 -9.27259 -5.14152 0.9 -0.5 1.6
N 2.28025 -8.27888 -5.30629 1.9 1.0 -0.7
O 1.24516 -8.68437 -6.09806 -1.3 -1.3 -0.9
C 3.91573 -9.64115 -6.49944 -0.7 -0.5 -0.4
C 2.97446 -10.58072 -4.31091 -0.1 1.0 -1.1
C 1.04418 -6.16007 -4.87667 0.5 0.4 -1.2
H 1.66128 -8.53812 -2.52738 0.4 -0.3 -0.3
H 0.40334 -8.82955 -3.68958 -0.6 0.4 0.1
H 0.56693 -7.29697 -2.59972 -0.9 -0.1 -0.3
H 3.63433 -6.05430 -4.31368 -0.4 -0.2 -0.7
H 2.91823 -6.14844 -2.82063 -1.0 0.2 0.0
H 3.79756 -8.25428 -2.33096 -0.7 -0.7 -0.2
H 4.91302 -7.18314 -2.74677 0.4 0.5 -0.6
H 5.17672 -9.42365 -3.95271 0.0 -0.2 -0.1
H 5.23197 -8.09314 -5.05397 -0.3 0.3 -0.2
H 4.81188 -10.25900 -6.44218 0.3 0.3 0.3
H 3.22986 -10.27788 -7.05825 -0.3 0.2 -0.2
H 4.09863 -8.71030 -7.03627 0.2 -0.2 -0.2
H 3.80162 -11.29048 -4.32226 0.2 0.1 0.0
H 2.74051 -10.29856 -3.28439 -0.1 -0.2 -0.1
H 2.13961 -11.08130 -4.80138 -0.3 0.1 0.2
H 0.77459 -5.51265 -4.04224 -0.3 0.0 -0.2
H 0.23666 -6.34062 -5.58618 -0.6 -0.6 0.7
H 1.71602 -5.63257 -5.55379 0.4 0.4 0.2
H 1.33853 -8.18253 -6.91110 0.0 0.0 -0.2
C 4.18636 0.35521 1.98609 -1.0 -0.8 1.3
C 3.70811 0.67598 3.43776 0.1 1.5 0.5
C 2.15532 0.71694 3.51862 -0.2 0.6 -1.4
C 1.48060 0.85615 4.87154 1.6 -1.7 -0.1
C 2.08884 -0.31566 5.72584 -0.9 1.0 1.1
C 3.68509 -0.51881 5.76724 -1.2 0.2 0.7
N 4.18387 -0.34090 4.38352 -1.0 -1.8 -0.2
O 5.52636 -0.75620 4.16889 -0.6 0.7 0.6
C 4.22958 0.50486 6.82701 -0.3 0.1 -0.8
C 3.89211 -1.96213 6.32745 0.7 -0.2 -1.0
C 4.18506 2.08156 3.83897 0.1 0.6 0.7
H 3.77256 1.08858 1.29398 0.4 0.0 0.0
H 3.72886 -0.60446 1.74563 0.0 -0.1 -0.3
H 5.26466 0.22005 1.90174 -0.2 0.6 0.0
H 1.80401 1.59012 2.96888 0.4 0.3 -0.5
H 1.77055 -0.10282 2.91193 -0.3 -0.4 0.4
H 0.39892 0.80603 4.74676 0.1 -0.6 0.1
H 1.63583 1.84445 5.30428 0.4 0.0 0.2
H 1.51821 -1.23956 5.63148 0.5 -0.3 -1.3
H 1.69340 -0.13415 6.72523 0.8 0.4 0.7
H 3.76325 1.45559 6.56865 0.1 0.2 0.5
H 3.96182 0.17868 7.83201 -0.3 0.2 -0.1
H 5.30278 0.68854 6.87825 0.2 -0.3 -0.4
H 3.04595 -2.61441 6.11143 -0.3 0.2 0.6
H 4.67792 -2.53454 5.83455 0.4 0.5 -0.2
H 4.22227 -1.95080 7.36619 -0.6 0.0 0.1
H 5.15288 2.10091 4.34002 0.5 -0.1 -0.6
H 3.58471 2.53874 4.62553 -0.5 -0.2 0.0
H 4.13501 2.80346 3.02383 0.3 -0.1 -0.1
H 6.03658 -0.13568 4.69448 0.6 0.2 0.1
C -1.11364 5.19692 9.14679 -0.6 -0.5 -1.7
C -2.23971 4.31586 8.45601 -0.3 -0.2 -0.7
C -3.40970 5.26678 7.97279 -0.8 -1.1 0.1
C -4.49566 4.59653 7.09563 2.2 0.0 -0.5
C -3.76389 4.11914 5.82410 -0.6 -0.5 0.6
C -2.53375 3.14356 6.08642 -0.9 1.3 0.6
N -1.68740 3.58741 7.23505 -1.6 2.4 0.5
O -0.51589 2.85252 7.48067 -0.6 -0.3 -0.1
C -3.10787 1.77768 6.15419 -0.5 -1.9 0.9
C -1.63563 3.17236 4.92482 1.4 0.6 -2.2
C -2.74058 3.27613 9.45872 0.1 0.4 0.9
H -1.48157 6.10087 9.63219 -0.4 -0.4 0.3
H -0.54344 5.58804 8.30418 0.4 -0.1 0.1
H -0.47992 4.60373 9.80604 0.0 0.1 -0.1
H -3.97238 5.60842 8.84158 0.6 0.4 0.4
H -3.09360 6.10257 7.34858 0.6 0.2 0.4
H -5.21361 5.34579 6.76210 -0.3 -0.1 0.4
H -4.98642 3.76190 7.59630 -0.1 0.1 0.0
H -3.54240 4.95204 5.15678 0.7 0.3 0.4
H -4.57595 3.63483 5.28179 0.5 -0.8 -0.3
H -3.75685 1.59403 7.01045 -0.2 0.3 0.2
H -3.71206 1.53341 5.28047 0.1 0.1 -0.2
H -2.33079 1.02017 6.25639 0.2 0.1 0.0
H -0.84351 2.42434 4.95826 -0.1 -0.1 0.2
H -2.12301 3.05981 3.95637 -0.5 -0.4 0.0
H -1.13265 4.12976 4.78882 0.1 0.3 0.4
H -1.86355 2.82817 9.92592 0.0 -0.5 -0.3
H -3.42134 2.50615 9.09569 0.2 0.1 -0.3
H -3.23915 3.75052 10.30397 -0.2 0.3 0.0
H 0.11931 3.35033 6.96077 0.4 0.0 0.1
C 2.32832 6.37695 4.64185 0.1 0.0 6.0
O 2.55721 6.90667 5.72822 0.4 0.5 0.8
N 1.89567 5.15904 4.55253 -1.3 -4.0 1.0
N 2.40788 6.91635 3.53081 1.2 4.3 -6.9
H 1.74340 4.73604 5.45697 -0.1 -0.4 -0.6
H 1.76982 4.76591 3.63074 -0.4 -0.7 0.4
H 2.10165 6.37812 2.73291 0.2 0.6 -0.4
H 2.84930 7.81946 3.43265 -0.3 -0.2 -0.2
C -0.99614 -2.06176 4.47676 0.6 0.8 -1.4
O -0.51577 -1.62316 3.46771 1.8 1.2 -3.1
N -0.89973 -3.27375 4.85315 0.0 -4.7 2.0
N -1.69660 -1.31107 5.25173 -2.5 2.7 2.6
H -0.31789 -3.94580 4.37365 0.3 -0.3 -0.4
H -1.51538 -3.57827 5.59366 0.4 -0.3 -0.2
H -2.00041 -1.69385 6.13563 -0.2 0.9 -0.1
H -1.82620 -0.36307 4.92833 -0.3 -0.2 0.6
C 4.47451 -2.70671 -5.56486 0.8 0.5 -3.5
O 5.09216 -2.22133 -6.52443 0.8 -0.7 0.5
N 3.87435 -1.96712 -4.66423 -1.3 0.7 2.3
N 4.12932 -3.99986 -5.51753 -0.4 -1.7 0.2
H 3.54772 -2.57582 -3.92742 0.0 0.7 0.9
H 4.16278 -1.02617 -4.43723 0.2 -0.3 -0.3
H 4.43384 -4.67160 -6.20755 0.0 0.5 0.1
H 3.40647 -4.29072 -4.87489 0.4 -0.1 0.0
C 3.44704 -3.53434 2.79567 -3.8 -0.5 -0.8
O 3.09216 -4.55379 2.26424 -0.6 -3.3 -2.0
N 4.64252 -3.30685 3.11953 6.5 1.3 2.0
N 2.58057 -2.57987 3.04624 -1.2 1.5 0.5
H 5.35217 -4.02399 3.07253 -0.4 0.0 0.0
H 4.86556 -2.48881 3.66832 0.3 0.0 -0.2
H 2.94508 -1.79136 3.56150 -0.7 0.4 -0.1
H 1.65486 -2.67645 2.65403 0.0 0.4 0.5
C 4.88179 0.86445 -1.30224 2.2 0.1 1.4
O 5.80079 1.55774 -0.88097 1.1 0.9 0.6
N 4.74972 -0.41362 -1.03302 0.2 -2.9 0.9
N 3.91492 1.30902 -2.00626 -2.3 2.8 -2.4
H 5.47325 -0.84959 -0.47937 -0.1 0.1 -0.5
H 4.11238 -0.95859 -1.59596 0.3 -0.2 0.3
H 3.97518 2.29884 -2.19786 -0.5 -0.1 -0.3
H 3.11873 0.72489 -2.21829 -0.6 0.3 -0.4
C 3.53388 0.51788 -7.75249 0.7 -1.4 0.5
O 4.67135 0.86998 -7.58515 1.5 1.3 -0.1
N 2.55809 1.25317 -8.28765 -2.5 3.0 -1.5
N 3.06718 -0.68012 -7.44699 -0.6 -1.7 0.3
H 1.65133 0.85660 -8.48918 0.4 -0.1 0.1
H 2.69169 2.18288 -8.65900 0.5 -0.3 0.1
H 2.07429 -0.79965 -7.30567 0.1 -0.2 0.2
H 3.70117 -1.41213 -7.16010 0.4 0.3 0.1
C 4.84410 4.85089 -3.01852 0.8 1.0 2.5
O 4.01246 4.34587 -2.27673 -1.7 -0.5 -0.4
N 4.70825 5.89394 -3.80682 -1.6 2.1 -2.6
N 6.13338 4.62063 -2.82464 2.4 -1.5 0.5
H 5.51786 6.20857 -4.32224 -0.5 0.1 0.1
H 3.86337 6.44278 -3.87781 0.1 -0.4 -0.1
H 6.80384 5.28578 -3.18261 0.0 -0.4 0.3
H 6.31674 4.19351 -1.92795 0.4 -0.4 -0.3
C -0.00006 8.05492 1.08696 0.4 2.9 0.6
O 1.18058 8.13580 0.89588 2.8 0.1 -1.0
N -0.68842 6.99262 1.11179 -1.9 -5.5 -0.4
N -0.81207 9.07129 1.32360 -0.9 3.9 0.3
H -0.13473 6.15381 1.01225 -0.7 -0.6 0.6
H -1.62969 7.07031 1.46968 0.2 -0.9 -0.2
H -1.67903 8.90258 1.81353 0.1 0.4 0.0
H -0.41795 10.00120 1.31828 -0.1 -0.2 0.2
C -2.76958 1.28901 -5.15571 3.9 -2.7 -2.1
O -2.01876 0.66348 -5.94704 -0.2 0.7 0.4
N -4.00277 1.49199 -5.42684 -5.5 1.1 -2.2
N -2.42537 1.69828 -3.98145 0.4 0.9 2.7
H -4.49772 2.22538 -4.93977 -0.1 -0.2 -0.1
H -4.25969 1.40845 -6.40004 0.0 -0.2 0.2
H -3.15380 2.23950 -3.53808 0.8 0.0 0.7
H -1.43850 1.75416 -3.77398 0.4 0.3 0.3
C 3.89183 -3.86766 -1.27821 2.7 0.7 -1.5
O 3.99164 -3.74117 -2.49666 -0.4 0.9 -1.3
N 3.03773 -4.59137 -0.70051 -4.4 -2.9 2.2
N 4.81784 -3.37417 -0.46434 2.0 1.5 0.7
H 2.14717 -4.72837 -1.15684 -0.3 -0.4 -0.3
H 2.99631 -4.62922 0.30794 0.0 0.0 0.2
H 5.46060 -2.74500 -0.92381 0.4 -0.3 0.5
H 4.80876 -3.51039 0.53639 0.0 0.2 -0.3
C 2.05910 4.58013 0.81483 -0.8 1.7 -0.8
O 1.33791 4.78022 1.80060 -0.5 -0.2 0.4
N 2.76931 3.52222 0.58904 1.4 -3.3 0.7
N 2.16784 5.44519 -0.19019 -0.6 1.8 -0.5
H 3.53413 3.54679 -0.07016 -0.1 -0.4 -0.1
H 2.54985 2.70764 1.14438 0.6 0.1 -0.1
H 2.58517 5.19113 -1.07414 0.1 0.0 0.1
H 1.63556 6.29913 -0.10323 0.5 0.3 0.0
C 0.82604 2.69692 -4.93112 -0.2 0.3 -0.6
O 0.23656 2.38719 -3.92093 -1.0 -0.5 2.6
N 0.53542 2.31421 -6.11163 -2.7 -2.4 -4.3
N 1.81752 3.51324 -5.02002 4.1 3.5 2.8
H -0.36495 1.87165 -6.22821 0.0 -0.4 -0.4
H 1.05187 2.69256 -6.89280 -0.5 -0.5 0.1
H 2.16825 3.78711 -4.11333 0.6 0.3 -0.2
H 2.36974 3.70599 -5.84342 -0.2 -0.3 0.4
C -0.60543 -4.52719 -1.10669 0.9 -1.9 -4.8
O 0.39833 -5.00040 -1.64488 1.1 0.5 -0.8
N -1.65146 -4.07086 -1.73443 -1.7 2.0 -2.6
N -0.90270 -4.79964 0.08317 0.2 -1.2 7.7
H -1.64737 -4.09503 -2.74414 0.1 0.5 0.2
H -2.47147 -3.81678 -1.20233 -0.1 0.0 -0.6
H -1.43314 -4.10312 0.58676 -0.2 0.2 0.3
H -0.11499 -5.20363 0.56938 0.0 0.1 0.3
C 1.37206 -1.44282 -1.01925 -0.9 0.6 1.2
C 0.62912 -0.31053 -1.65502 -1.1 1.1 -0.9
C 0.30559 0.98097 -0.82823 -0.1 -2.3 0.4
O -0.57616 0.47728 0.20053 0.1 -0.4 -0.4
C -0.88812 1.42283 1.20028 0.0 -0.5 -0.7
N 1.50548 0.02084 -2.73850 0.2 0.8 -2.0
H 2.23444 -0.93347 -0.58917 0.2 -0.6 0.6
H 1.72623 -2.14628 -1.77278 -0.3 -0.2 0.1
H 0.69204 -1.89155 -0.29515 0.6 -0.4 0.3
H -0.37631 -0.55426 -1.99825 -0.2 -0.8 -0.2
H -0.24768 1.72260 -1.40440 0.3 0.1 -0.3
H 1.26507 1.36376 -0.48045 -0.1 0.4 0.6
H -1.63551 1.04715 1.89912 0.3 -0.7 0.2
H -1.43494 2.22763 0.70899 0.7 0.9 0.2
H 0.07855 1.58249 1.67795 -0.4 1.1 0.5
H 1.59228 -0.75246 -3.38237 0.3 -0.7 0.2
H 1.09789 0.68916 -3.37673 -0.2 0.8 0.3
C -1.09039 -6.63068 4.24908 0.1 -0.1 0.2
C 0.21613 -6.58385 3.43143 -0.2 -2.9 1.3
C 0.24664 -7.40500 2.11900 0.8 0.0 -0.7
O 1.48668 -7.10983 1.39325 -1.6 -0.6 -0.1
C 1.58165 -7.91483 0.20812 1.9 -0.1 -0.4
N 0.44862 -5.22341 3.16061 -0.1 0.5 -0.7
H -1.03240 -5.93275 5.08433 0.5 0.0 0.1
H -1.34352 -7.57584 4.72940 -0.1 -0.2 -0.5
H -1.92171 -6.20604 3.68633 -0.2 -0.5 -0.4
H 1.03267 -7.00157 4.02040 0.1 0.1 0.3
H -0.56512 -7.10784 1.45504 -0.4 0.0 0.0
H 0.24934 -8.49316 2.18239 -0.4 -0.1 0.7
H 2.18454 -8.81557 0.32351 0.3 -0.3 1.0
H 2.21643 -7.35512 -0.47881 -0.5 0.3 -0.2
H 0.73586 -8.35972 -0.31610 -0.9 1.1 0.4
H 1.25139 -5.27946 2.55025 0.7 1.1 -0.3
H -0.35364 -5.12759 2.55456 -0.2 1.4 -0.6
C -0.09301 5.85961 -2.55461 -0.3 0.9 0.9
C -1.64656 5.75274 -2.79547 2.3 -2.0 -0.7
C -2.36699 7.05348 -2.91089 0.7 0.8 -1.5
O -3.62873 6.85784 -3.54228 0.3 0.3 0.6
C -4.43393 8.01839 -3.56835 -1.3 -0.5 0.7
N -1.71852 4.93802 -4.03594 -1.1 0.7 0.1
H 0.50408 4.95727 -2.42281 -0.9 -0.7 -0.2
H 0.16955 6.40679 -1.64921 -0.3 0.4 0.0
H 0.40799 6.36598 -3.37965 -0.4 0.2 -0.2
H -2.17230 5.17801 -2.03297 0.3 0.0 0.7
H -1.84468 7.74178 -3.57538 0.6 0.1 -0.1
H -2.32229 7.52191 -1.92769 -0.9 0.1 0.3
H -4.18108 8.90539 -4.14921 1.0 -0.3 -0.4
H -4.61385 8.35213 -2.54642 -0.1 0.1 0.2
H -5.38889 7.67524 -3.96632 -0.1 0.1 0.1
H -1.46264 3.98564 -3.81780 0.5 -0.1 0.1
H -2.71874 4.88334 -4.16507 -0.4 -0.1 -0.8
C 0.77904 -3.48984 -7.27955 1.1 -1.0 0.2
C -0.15519 -2.48725 -6.73169 -1.6 -0.3 -1.4
C -0.48824 -2.49356 -5.24948 0.4 0.3 1.4
O -1.03278 -3.66971 -4.64617 0.2 -0.9 -0.2
C -2.31361 -4.02774 -5.12742 0.0 0.4 -1.0
N 0.32149 -1.20022 -7.20675 -0.8 1.0 1.1
H 1.80710 -3.22776 -7.02953 0.2 -0.3 0.3
H 0.73484 -3.44635 -8.36778 -0.1 -0.1 -0.1
H 0.52953 -4.49801 -6.94872 0.2 0.0 -0.1
H -1.04318 -2.69290 -7.32943 -0.9 -0.1 0.5
H -1.15380 -1.72047 -4.86546 -0.2 0.7 -1.0
H 0.43301 -2.27588 -4.70909 0.3 -0.4 0.1
H -2.94433 -4.64489 -4.48757 0.7 0.0 0.7
H -2.20504 -4.60661 -6.04460 -0.1 0.1 -0.3
H -2.88741 -3.12025 -5.31535 -0.2 0.2 -0.3
H -0.42442 -0.56709 -6.95604 0.0 0.8 0.0
H 0.35847 -1.20704 -8.21605 -0.1 -0.3 -0.2
C -4.21568 5.75051 0.38550 0.0 1.8 0.7
C -5.01337 7.00749 0.86209 0.8 0.2 0.8
C -4.15044 8.26358 1.24868 -1.4 -0.2 -0.9
O -3.42022 8.25839 2.43378 1.2 -1.1 1.5
C -3.87635 7.45531 3.55225 -0.6 0.0 -1.1
N -6.07056 7.41785 -0.02741 -0.8 -0.3 -0.9
H -3.56322 5.60664 1.24671 0.1 -0.9 0.0
H -3.53107 5.94370 -0.44040 -0.4 0.0 -0.3
H -4.90409 4.92383 0.21001 0.3 -0.1 0.0
H -5.50829 6.65412 1.76667 0.2 0.1 0.5
H -4.82001 9.12142 1.31118 -0.6 0.0 0.0
H -3.47684 8.54911 0.44071 0.3 -0.3 -0.1
H -3.97126 6.41579 3.23842 0.3 -0.2 0.1
H -4.88758 7.74174 3.84113 0.0 0.3 0.2
H -3.19714 7.52710 4.40174 0.1 0.3 -0.4
H -6.87081 6.86285 0.24033 -0.2 -0.3 -0.5
H -6.43386 8.35060 0.10714 0.6 0.4 0.2
C -9.94165 -2.00916 -3.25631 0.0 -0.8 1.8
C -8.88829 -0.91932 -3.09801 -1.0 0.9 0.2
C -8.46922 -0.59275 -1.64324 -0.3 -0.3 0.6
O -7.56666 0.51006 -1.44869 0.3 -1.0 0.1
C -7.30002 0.76681 -0.02768 -0.4 0.3 -1.9
N -7.77652 -1.32706 -3.91452 1.3 0.4 -0.6
H -9.64458 -2.91836 -2.73360 0.5 -0.3 -0.3
H -10.11689 -2.26515 -4.30123 -0.1 0.3 0.1
H -10.85310 -1.78915 -2.70048 -0.3 0.5 -0.5
H -9.42657 -0.06388 -3.50612 0.4 0.7 0.0
H -8.09095 -1.52164 -1.21642 0.7 -0.2 0.0
H -9.28983 -0.36206 -0.96391 -0.9 -0.1 -0.5
H -6.22010 0.89242 0.05026 -0.1 0.0 0.3
H -7.68235 -0.00567 0.63956 0.1 -0.2 -0.1
H -7.82946 1.70067 0.16131 0.2 0.1 0.5
H -6.97862 -0.72028 -3.79095 0.3 0.2 0.7
H -7.96986 -1.10321 -4.88023 -0.5 -0.5 -0.4
C 7.69233 -1.82432 -3.09248 0.5 1.2 0.1
C 8.29434 -0.57831 -2.35077 -0.5 -1.4 0.2
C 8.60895 -0.96581 -0.88497 -1.5 0.2 -0.9
O 7.33142 -1.28936 -0.30873 0.4 0.7 1.2
C 7.33209 -1.53901 1.09291 0.4 -1.5 0.0
N 9.48699 -0.03556 -2.95259 1.3 0.2 -0.2
H 7.71981 -1.63706 -4.16592 -0.5 0.1 0.0
H 6.68253 -1.97358 -2.71024 -0.1 -0.1 -0.4
H 8.26078 -2.74482 -2.95967 0.2 0.1 0.4
H 7.62235 0.27970 -2.36975 -0.9 -0.6 0.5
H 9.11403 -0.08893 -0.47994 -0.3 0.1 0.9
H 9.24932 -1.84303 -0.79267 0.3 -0.1 -0.2
H 7.57748 -2.58959 1.24839 0.6 -0.4 0.0
H 6.34763 -1.55313 1.56059 -0.3 0.9 -0.5
H 8.03722 -0.97398 1.70252 -0.1 0.5 -0.3
H 9.27764 0.89687 -3.27949 -0.1 0.0 -0.5
H 10.10449 0.17886 -2.18264 0.7 -0.2 0.0
C -6.85942 -0.40091 5.40239 0.8 0.2 -0.9
C -7.52727 0.87819 4.91688 -1.5 -0.9 0.8
C -7.03970 1.51342 3.63921 1.4 1.1 1.5
O -5.71014 2.13320 3.88868 -1.2 -1.0 0.4
C -5.29681 2.87917 2.77386 0.0 -1.1 -0.5
N -8.97071 0.53046 4.67945 1.1 0.3 -0.5
H -7.11644 -0.58748 6.44510 0.1 -0.2 -0.1
H -5.77948 -0.34331 5.26640 0.2 0.3 0.5
H -7.10660 -1.24372 4.75689 -0.5 -0.1 0.1
H -7.50160 1.57022 5.75862 0.5 0.5 -0.2
H -7.70094 2.36271 3.46721 -0.3 -0.1 -0.6
H -7.08742 0.76198 2.85108 0.5 0.2 -0.4
H -4.28535 3.27945 2.84313 -0.1 0.1 0.7
H -6.01823 3.66919 2.56521 0.0 0.2 -0.4
H -5.22164 2.12420 1.99125 -0.2 0.5 -0.9
H -9.47417 1.39785 4.56005 -0.4 -0.1 0.2
H -9.31941 0.02345 5.48035 -0.2 0.1 0.0
C -4.13487 -1.27317 2.15994 -0.9 0.0 -1.0
C -3.57915 -2.17814 0.99619 -1.8 1.0 0.6
C -4.16150 -1.81205 -0.45031 0.9 0.0 1.5
O -4.27723 -2.92974 -1.31249 -0.8 0.8 -1.0
C -4.86013 -2.47040 -2.57226 1.0 -1.2 -0.5
N -2.16602 -2.14760 1.16907 1.4 -0.7 -1.3
H -3.82653 -1.62080 3.14593 0.3 -0.2 -0.1
H -5.22215 -1.20397 2.19358 -0.3 -0.1 -0.1
H -3.78529 -0.24727 2.04409 0.2 0.1 -0.1
H -3.99110 -3.17580 1.14805 0.2 -0.3 0.2
H -3.51301 -1.10015 -0.96096 0.0 0.5 0.2
H -5.16762 -1.41743 -0.30842 -0.1 0.4 0.1
H -4.67314 -3.26917 -3.28996 -0.5 -0.4 0.2
H -4.32997 -1.67177 -3.09113 0.5 0.6 0.8
H -5.91653 -2.20375 -2.60416 0.0 -0.3 0.8
H -1.75434 -1.26995 0.88560 0.0 0.2 -0.6
H -1.83528 -2.20320 2.12177 -0.3 -0.3 0.3